Density functional theory data (wB97M-V/def2-TZVPD) for C16H18B2N6O2Pb as an isolated structure.

Computed properties:
* HOMO energy (spin up / spin down): -13.72 / -13.83 eV
* frontier orbital gap (spin up / spin down): 4.020 / 4.112 eV
* total charge: +2
* energy relative to the best compared isomer or geometry (same formula, charge and spin): 83.06 kcal per mole

Last column: Mulliken charge in e.
Geometry (Å):
H1 -0.171 3.023 0.916  0.444
N1 0.160 1.706 -0.701  0.034
B1 0.690 0.698 -2.968  0.339
N2 0.645 1.911 -1.983  -0.098
C1 0.937 3.225 -2.171  -0.219
Pb1 -1.765 -0.585 0.141  0.823
H2 1.323 3.587 -3.111  0.458
C2 0.629 3.902 -0.987  -1.030
H3 0.711 4.951 -0.795  0.419
C3 0.161 2.900 -0.105  -0.214
H4 1.069 1.082 -4.033  -0.086
C4 -1.306 -2.637 0.411  -1.287
H5 -1.767 -2.762 1.410  0.429
H6 -0.350 -3.142 0.571  0.267
H7 -1.904 -3.305 -0.225  0.402
N3 -0.716 0.059 -3.043  -0.147
N4 1.659 -0.393 -2.441  0.073
N5 -1.455 -0.452 -1.975  -0.002
N6 1.322 -1.082 -1.297  0.040
C5 -1.455 0.003 -4.171  -0.070
C6 2.820 -0.859 -2.952  -0.018
H8 -1.108 0.421 -5.113  0.436
H9 3.244 -0.425 -3.843  0.487
C7 -2.673 -0.612 -3.897  -1.095
C8 3.254 -1.904 -2.139  -0.923
C9 -2.626 -0.941 -2.543  0.074
C10 2.272 -2.005 -1.124  -0.069
H10 -3.506 -0.788 -4.571  0.405
H11 4.137 -2.501 -2.256  0.444
H12 -3.407 -1.419 -1.955  0.472
H13 2.237 -2.711 -0.307  0.475
H14 -2.664 0.934 0.250  0.116
O1 0.115 -1.361 3.022  -0.378
B2 -0.062 -0.257 2.124  0.454
O2 0.159 0.941 2.889  -0.452
C11 0.398 0.553 4.169  0.861
C12 0.449 1.344 5.295  -0.820
C13 0.411 0.688 6.537  -0.412
C14 0.385 -0.704 6.622  -0.377
C15 0.390 -1.499 5.461  -0.854
C16 0.367 -0.841 4.257  0.739
H15 0.487 2.421 5.187  0.508
H16 0.411 1.292 7.446  0.428
H17 0.373 -1.200 7.594  0.429
H18 0.382 -2.587 5.478  0.495